A structure of composition C28H29N3NiOPS, computed with ωB97M-V/def2-TZVPD.

```
! RIJCOSX wB97M-V def2-TZVPD def2/J DEFGRID3
* xyz 1 3
Ni -0.26 -0.23 0.26
S -0.16 -2.43 -0.51
P 2.24 0.07 0.65
O -2.34 0.08 -0.22
N -2.76 -2.80 0.03
N -1.78 -4.34 -1.40
N -2.56 -0.77 -2.33
C -2.02 1.08 -3.83
C 1.60 1.74 0.42
C 0.12 4.05 0.23
C 5.49 0.74 -1.71
C -1.67 -3.22 -0.65
C 6.16 -0.84 -0.03
C -0.50 2.83 0.09
C 1.50 4.13 0.46
C -3.01 1.97 -3.05
C 4.90 -0.79 0.53
C 2.61 -0.19 5.24
C 2.45 -0.07 2.46
C 3.92 0.04 -0.02
C 3.54 0.56 4.52
C -4.37 1.34 -2.70
C -4.39 0.53 -1.38
C 0.22 1.64 0.16
C 6.47 -0.07 -1.14
C 2.25 2.97 0.56
C -1.45 -0.09 -3.04
C -2.93 -4.96 -1.44
C 1.54 -0.82 3.19
C 1.61 -0.88 4.57
C -4.08 -4.55 -0.75
C 3.46 0.61 3.14
C -3.03 -0.10 -1.23
C 4.22 0.79 -1.16
C -3.96 -3.42 0.00
H -5.01 -5.09 -0.81
H -1.19 1.69 -4.19
H 4.19 1.20 2.60
H 0.78 -1.40 2.67
H 3.47 1.43 -1.60
H -4.75 -2.98 0.58
H -4.55 1.16 -0.51
H -2.96 -5.85 -2.06
H -5.17 -0.23 -1.39
H -0.73 0.25 -2.29
H 6.92 -1.48 0.41
H -5.12 2.13 -2.61
H -1.58 2.80 -0.06
H -0.45 4.97 0.17
H 2.67 -0.23 6.32
H -4.70 0.71 -3.52
H -3.20 2.86 -3.66
H 3.31 3.02 0.76
H 4.32 1.09 5.04
H 1.98 5.09 0.57
H -0.95 -0.82 -3.68
H -2.52 2.33 -2.15
H 7.46 -0.10 -1.57
H 5.72 1.34 -2.58
H -3.32 -0.94 -2.98
H 4.67 -1.40 1.39
H -2.68 -1.93 0.55
H 0.89 -1.47 5.13
H -2.53 0.70 -4.73
*
```

Properties
**Highest occupied orbital energy (spin up / spin down)**: -10.32 / -10.98 eV
**Gap between HOMO and LUMO (spin up / spin down)**: 6.9142 / 7.4341 eV
**Energy relative to the best compared isomer or geometry (same formula, charge and spin)**: 35.1 kJ/mol
**Lowest unoccupied orbital energy (spin up / spin down)**: -3.4037 / -3.5461 eV
**Calculated total energy**: -3571.514312 a.u.
**Maximum force**: 0.8 eV/Å

---

A structure of composition C28H30BN5PtS2, computed with ωB97M-V/def2-TZVPD.

```
! RIJCOSX wB97M-V def2-TZVPD def2/J DEFGRID3
* xyz 0 1
Pt 0.47 0.14 0.67
S -0.59 2.36 0.25
S 2.63 0.95 0.67
N 2.85 2.08 -1.80
N 1.06 3.67 2.02
N 2.35 3.54 -0.27
N -0.81 2.99 2.91
N -1.32 -0.68 1.42
C -3.21 -2.13 1.34
C 1.31 -2.45 4.55
C 1.23 -1.72 0.84
C 2.54 -4.21 -1.61
C 1.09 3.96 3.37
C -0.10 3.05 1.75
C 1.79 -2.31 -0.22
C 2.44 -3.64 -0.34
C 0.24 -3.55 2.25
C 2.74 3.30 -2.44
C 3.16 0.81 -2.43
C -2.46 -1.28 3.42
C -2.17 2.52 3.04
C 3.02 -4.33 0.73
C -3.36 -2.07 2.72
C 1.54 -1.85 3.32
C -0.06 3.55 3.93
C 2.43 4.20 -1.48
C 3.72 -6.11 -0.73
C 0.00 -4.14 3.48
C 2.61 2.25 -0.48
C 0.53 -3.60 4.64
C 3.65 -5.55 0.54
C -4.45 -2.83 3.41
C -1.46 -0.60 2.74
C 1.02 -2.40 2.15
C 3.17 -5.43 -1.81
C -2.18 -1.43 0.73
B 2.12 4.33 1.06
H 2.14 -0.95 3.26
H 3.23 -5.85 -2.80
H 1.80 -1.74 -1.15
H 4.09 -6.06 1.38
H 3.46 0.99 -3.45
H 2.88 3.40 -3.50
H 1.74 -2.02 5.45
H -5.43 -2.47 3.10
H 1.70 5.41 0.73
H 2.99 -3.90 1.73
H -2.42 1.93 2.15
H 2.12 -3.68 -2.45
H -0.61 -5.04 3.53
H 2.24 5.25 -1.55
H 0.35 -4.07 5.60
H -0.73 0.00 3.27
H -0.17 -3.98 1.34
H -4.38 -2.73 4.49
H -3.87 -2.73 0.73
H -2.52 -1.20 4.50
H 2.28 0.16 -2.41
H -4.40 -3.89 3.16
H 3.96 0.31 -1.89
H 4.22 -7.06 -0.88
H 3.15 4.41 1.69
H -0.42 3.60 4.94
H -2.86 3.36 3.10
H -2.02 -1.48 -0.34
H -2.27 1.90 3.93
H 1.95 4.45 3.81
*
```

Properties
**Highest occupied orbital energy**: -7.32 eV
**Gap between HOMO and LUMO**: 7.6385 eV
**Energy relative to the best compared isomer or geometry (same formula, charge and spin)**: 0.0 kJ/mol
**Lowest unoccupied orbital energy**: 0.3234 eV
**Calculated total energy**: -2299.411778 a.u.
**Maximum force**: 0.7 eV/Å

---

A structure of composition C28H30BN8O2S2Ti, computed with ωB97M-V/def2-TZVPD.

```
! RIJCOSX wB97M-V def2-TZVPD def2/J DEFGRID3
* xyz 2 2
Ti 0.53 -0.02 0.40
S 0.61 -3.48 0.36
S 3.80 0.30 -0.62
O 0.82 -2.04 -0.14
O 2.58 -0.04 0.24
N -2.45 1.47 3.18
N -0.71 1.60 -0.19
N 1.05 1.30 1.96
N -1.59 -0.82 0.63
N -2.36 0.69 4.29
N -0.03 1.72 2.65
N -1.01 -0.30 1.82
N -1.68 1.84 0.74
C 1.66 2.96 3.33
C 2.09 2.05 2.37
C 0.49 -4.79 3.93
C -1.90 -2.05 0.77
C 1.09 -2.44 4.17
C 0.50 -2.11 2.84
C 0.30 2.73 3.46
C 3.20 0.46 -2.28
C 2.33 0.82 -4.88
C 4.69 -1.28 -0.67
C 2.30 -4.07 0.69
C -3.23 1.18 5.16
C -2.64 2.59 0.18
C -2.29 2.87 -1.13
C -0.08 -3.31 2.04
C -1.50 -2.63 2.08
C -0.89 -1.42 2.81
C 1.09 -3.68 4.66
C -0.04 -4.65 2.71
C -1.08 2.22 -1.31
C 3.37 -2.98 0.69
C 4.08 0.96 -3.23
C 1.45 0.34 -3.92
C -3.34 2.48 3.40
C 3.79 -2.51 -0.71
C 1.89 0.16 -2.62
C -3.89 2.30 4.64
C 3.64 1.13 -4.53
B -1.41 1.21 2.14
H 2.92 -2.32 -1.34
H -2.28 -2.60 -0.08
H -0.44 3.20 4.09
H 4.35 -3.31 -1.19
H 1.21 -0.26 -1.88
H 1.24 -1.55 2.26
H 2.00 0.96 -5.89
H 4.24 -3.41 1.20
H 5.09 1.23 -2.95
H 2.24 -4.60 1.64
H 2.26 3.69 3.85
H -0.51 -5.49 2.20
H 0.47 -5.76 4.41
H 5.34 -1.26 0.20
H 0.43 0.11 -4.19
H -2.85 3.46 -1.84
H -3.52 2.87 0.72
H 4.33 1.51 -5.28
H -3.53 3.26 2.68
H -2.27 -3.23 2.57
H -4.65 2.91 5.10
H 5.32 -1.20 -1.56
H 2.48 -4.81 -0.09
H -3.36 0.71 6.12
H 1.53 -1.61 4.72
H 3.05 -2.14 1.30
H 1.52 -3.89 5.63
H -1.33 -1.12 3.76
H -0.45 2.17 -2.19
H 3.07 1.87 1.98
*
```

Properties
**Highest occupied orbital energy (spin up / spin down)**: -13.82 / -13.83 eV
**Gap between HOMO and LUMO (spin up / spin down)**: 7.6344 / 7.9237 eV
**Energy relative to the best compared isomer or geometry (same formula, charge and spin)**: 260.3 kJ/mol
**Lowest unoccupied orbital energy (spin up / spin down)**: -6.1880 / -5.9026 eV
**Calculated total energy**: -3343.780585 a.u.
**Maximum force**: 0.7 eV/Å

---

A structure of composition C28H30BrMnN3O2Sb, computed with ωB97M-V/def2-TZVPD.

```
! RIJCOSX wB97M-V def2-TZVPD def2/J DEFGRID3
* xyz 1 6
Sb -0.57 1.98 -2.30
Br -1.81 1.44 2.41
Mn 0.30 -0.27 0.01
O 2.19 0.18 -0.42
O 3.59 1.92 -0.69
N 0.63 1.63 1.16
N 0.89 -1.52 1.80
N -1.78 -0.78 -0.44
C -2.88 3.36 -0.93
C -0.68 0.12 -3.36
C 1.83 2.15 0.85
C -0.11 -2.36 2.51
C -4.96 1.63 -1.58
C 0.40 -2.03 -3.75
C 2.29 3.31 1.44
C -1.65 -0.23 -4.30
C 0.24 3.40 2.70
C -0.63 3.29 -3.97
C -2.19 -2.01 0.29
C -3.67 1.38 -2.05
C 1.49 3.94 2.37
C -5.20 2.75 -0.79
C -0.59 -2.36 -4.67
C 0.48 4.94 -5.34
C 2.64 1.38 -0.19
C -1.77 4.26 -5.86
C -2.61 2.24 -1.73
C 0.49 4.08 -4.25
C -0.65 5.03 -6.14
C -1.77 3.40 -4.77
C -0.13 2.24 2.05
C -1.08 -3.06 0.26
C -1.61 -1.46 -4.95
C 0.36 -0.80 -3.11
C -0.61 -3.51 1.64
C -4.17 3.62 -0.48
H -2.37 -1.70 -5.68
H 1.35 5.55 -5.55
H 0.18 -4.26 1.52
H -1.85 -0.94 -1.44
H -4.36 4.49 0.13
H -3.11 -2.41 -0.12
H -2.66 4.34 -6.48
H -0.41 3.87 3.42
H -0.66 5.70 -6.99
H -2.40 -1.70 1.32
H -2.42 -0.01 -0.24
H -2.44 0.47 -4.56
H 1.25 -0.82 2.45
H -6.21 2.95 -0.43
H -5.77 0.96 -1.84
H -0.56 -3.32 -5.18
H -0.23 -2.66 -0.29
H 1.82 4.85 2.86
H 3.26 3.69 1.14
H -1.38 -3.93 -0.33
H 1.21 -2.72 -3.56
H 0.29 -2.77 3.43
H 1.38 4.01 -3.64
H -0.93 -1.70 2.78
H -2.67 2.84 -4.54
H -1.42 -4.00 2.18
H 1.70 -2.09 1.54
H 1.20 -0.52 -2.48
H -3.50 0.51 -2.67
H -2.08 4.05 -0.68
*
```

Properties
**Highest occupied orbital energy (spin up / spin down)**: -11.11 / -11.21 eV
**Gap between HOMO and LUMO (spin up / spin down)**: 8.3836 / 8.3314 eV
**Lowest unoccupied orbital energy (spin up / spin down)**: -2.7237 / -2.8823 eV
**Calculated total energy**: -5364.859014 a.u.
**Maximum force**: 0.4 eV/Å

---

Look up the maximum force of the first one.
0.8 eV/Å